Here is a 2-piece molecular cluster, C15H34N5O2 overall from OMol25. Energies are from wB97M-V/def2-TZVPD.

Geometry (Å):
1 N 6.147 -0.293 2.572
2 C 4.730 0.054 2.477
3 O 4.221 0.730 3.322
4 C 3.982 -0.508 1.276
5 C 2.967 0.479 0.659
6 C 1.518 0.378 1.151
7 N 0.852 -0.907 0.858
8 C 0.967 -1.588 2.081
9 N 0.595 -2.836 2.155
10 N 1.493 -0.816 3.075
11 C 1.203 0.562 2.643
12 C -0.147 1.224 3.087
13 C -1.255 0.260 3.634
14 C -2.514 0.326 2.736
15 O -3.324 -0.796 3.069
16 H 6.250 -0.611 3.538
17 H 6.619 0.615 2.579
18 H 4.746 -0.707 0.515
19 H 3.568 -1.486 1.545
20 H 2.931 0.257 -0.417
21 H 3.309 1.517 0.723
22 H 0.990 1.217 0.671
23 H -0.121 -0.698 0.630
24 H 0.053 -3.251 1.408
25 H 0.776 -3.427 2.957
26 H 1.180 -1.059 4.011
27 H 1.943 1.318 2.935
28 H 0.073 1.931 3.892
29 H -0.520 1.816 2.240
30 H -0.939 -0.786 3.725
31 H -1.551 0.582 4.637
32 H -2.253 0.398 1.666
33 H -3.038 1.253 3.021
34 H -3.945 -0.917 2.337
35 C -1.992 1.235 -1.231
36 C -2.347 1.271 -2.709
37 N -1.280 0.788 -3.565
38 C -1.494 1.085 -4.976
39 C -2.691 0.431 -5.673
40 C -0.786 -0.545 -3.271
41 C -1.786 -1.707 -3.294
42 H -1.065 1.780 -1.035
43 H -2.788 1.710 -0.653
44 H -1.884 0.215 -0.849
45 H -2.555 2.312 -2.970
46 H -3.287 0.720 -2.862
47 H -0.585 0.839 -5.530
48 H -1.598 2.170 -5.073
49 H -2.522 -0.627 -5.870
50 H -2.855 0.910 -6.640
51 H -3.614 0.537 -5.102
52 H -0.318 -0.523 -2.279
53 H 0.039 -0.773 -3.951
54 H -2.718 -1.466 -2.778
55 H -1.353 -2.574 -2.790
56 H -2.025 -2.019 -4.309

Cartesian forces (eV/Å) of the 6 atoms listed first:
N -0.7279 0.0709 0.0153
C 0.7398 -0.5439 -0.0417
O -0.7562 0.4210 0.2617
C 0.8536 0.6811 -0.5042
C -0.3050 -0.9710 0.0996
C -1.1859 1.9311 -0.2246

Kohn-Sham gap (eV): 7.277
Net charge: +1
2S+1: 1
Relative energy (zero: lowest compared OMol25 entry of this formula, charge and spin) (kcal per mole): 21.6